134
Properties=species:S:1:pos:R:3:lowdin_spin:R:1 method="wB97M-V/def2-TZVPD" total_charge=+1 multiplicity=3 gap_ev="6.17 / 7.20"
C 5.6873 1.3249 -3.6523 -0.001
H 1.2929 -1.7398 3.0346 0.000
H 3.9862 -1.8694 4.7840 0.000
H 5.8130 2.2211 -4.2598 0.000
H 4.4174 -3.7185 -5.8151 0.000
H 4.0344 1.3738 -5.4259 0.000
H 3.9122 -4.0014 0.0525 0.000
S -4.2644 -2.3655 0.5373 0.000
H -4.9548 3.1903 0.6330 0.000
F -8.3236 0.2211 -1.0481 0.000
H 7.4813 -4.8183 1.9952 0.000
H -5.4093 1.7422 7.3084 0.000
H 4.7686 1.4274 -3.0720 0.000
C -4.2076 1.2882 -0.0422 0.000
H -0.3932 -1.0222 0.2550 0.000
C -3.4384 0.6408 1.1902 0.000
H -0.8871 -1.1484 4.3324 0.000
H -5.4482 -0.8813 -1.1228 0.000
C -4.3781 3.7323 5.0136 0.000
C 6.4226 -4.9658 2.2096 0.003
C -2.2672 0.2835 -0.8288 0.000
H 1.4431 -1.1565 1.4901 0.000
H 0.7946 0.8390 2.4861 0.000
H 4.8036 0.3468 -6.6253 0.000
H 5.3692 -4.5151 -3.9159 0.000
C -2.0023 0.3569 0.6138 0.000
H -5.5196 -0.5084 2.2101 0.000
H -3.2410 1.3812 -3.0620 0.000
C -4.4739 2.1393 3.1281 0.000
C 6.8481 -2.5287 -5.1373 0.016
H -3.1365 5.4740 5.2712 0.000
C 6.5262 -2.7604 4.3395 0.003
C 4.3780 -2.6805 -5.4872 0.002
C 4.4651 0.3865 -5.5898 0.003
H 3.6463 -0.3183 -5.4779 0.001
C -0.4079 -0.7889 2.3658 0.000
H -1.3171 1.2015 0.7569 0.000
H -5.5056 3.8093 -3.1240 0.000
H 7.6333 -2.5815 -4.3769 0.002
H -4.2350 4.6182 -1.1425 0.000
H -6.3728 2.5312 6.0454 0.000
H -2.7338 0.9490 3.1634 0.000
C -3.2536 4.6609 4.5552 0.000
C -6.7830 4.1717 -1.4478 0.000
C 5.5816 -2.0834 3.3327 0.027
C 5.3373 -3.5491 -3.4129 -0.001
H 5.6996 -2.4074 -0.0307 0.002
H -8.9251 4.3372 -1.4019 0.000
H 5.0984 -5.2980 -0.0315 0.000
N -4.1637 2.3621 4.5496 0.000
C -3.2317 1.5754 2.4265 0.000
C -4.7200 1.3281 5.3345 0.000
N -3.4081 0.7499 -1.1789 0.000
H 6.9321 -2.0037 5.0102 0.000
N -1.2036 -1.4094 3.4080 0.000
C -4.1919 2.8225 -0.0417 0.000
O -7.6687 -1.7766 -0.3985 0.000
C -5.8309 1.6278 6.3096 0.000
C 5.5277 -3.8983 1.5227 0.027
H -2.5401 2.3795 2.1835 0.000
H -4.7409 3.1032 2.6988 0.000
C -5.6470 3.3987 -2.1225 0.000
N 0.8108 -1.5739 2.1608 0.000
O 3.7151 -2.5645 2.0521 0.509
C -9.4810 2.7866 -3.8794 0.000
H 5.7110 -0.5490 1.8260 0.002
H -3.4647 3.3366 -2.0239 0.000
H 5.1810 -0.5668 4.7914 0.000
C -4.3214 3.5546 -1.3792 0.000
H -8.9985 1.9371 -4.3648 0.000
H 7.7609 0.0442 -4.5546 0.002
H 3.9652 -0.6343 3.5171 0.000
H -5.9415 2.3593 -2.2705 0.000
N -6.1193 -0.1402 -0.9506 0.000
C 6.9607 -0.0270 -5.2976 0.017
H -6.6711 5.2347 -1.6825 0.000
H -3.4705 5.1247 3.5928 0.000
C -8.4260 3.8103 -3.4094 0.000
H -8.3190 2.6889 -1.5863 0.000
H 3.3932 -2.5059 -5.0509 0.001
H 7.0276 -0.5391 2.9870 0.002
N 5.3436 -1.1105 -3.7665 0.374
H -4.4246 3.7427 6.1002 0.000
H -3.2279 3.1098 0.3836 0.000
H -6.4950 0.7682 6.2992 0.000
H 6.8939 -3.4620 -5.7018 0.002
H 6.9825 -3.5940 -0.0229 0.002
H 6.4528 -1.3646 -6.9234 0.000
H -8.7859 4.8055 -3.6691 0.000
C 5.6141 0.1201 -4.5819 0.026
H 6.2974 -4.9809 3.2880 0.001
N -3.8566 0.7895 -2.5203 0.000
H 5.9899 -3.4910 4.9463 0.001
H 7.7220 -1.3187 0.6973 0.001
P -4.2334 -0.9003 1.8358 0.000
C 4.6125 -1.2392 4.1502 -0.001
H -5.3308 4.1427 4.6562 0.000
H 6.1376 -3.5392 -2.6753 0.000
H -10.1742 3.2157 -4.5993 0.000
C -1.1644 -0.8837 1.0158 0.000
H -1.5939 -0.1166 -1.5776 0.000
H 7.0863 0.8212 -5.9734 0.002
H 3.8905 -5.2964 1.2550 0.000
H -2.3080 4.1262 4.4902 0.000
C 6.3931 -1.1955 2.3878 0.016
H 8.1339 -1.4098 -6.4532 0.001
H 8.0418 -2.5252 1.9203 0.000
H 6.5240 1.2633 -2.9610 -0.001
C 6.3601 -2.9785 0.6298 0.017
C -5.6936 0.8305 -0.0695 0.000
H -7.5161 3.6328 -3.9798 0.000
C 7.2375 -1.9980 1.4002 0.001
H -10.0555 2.3908 -3.0432 0.000
H 4.4729 -2.0651 -6.3785 0.000
C -7.4120 -0.6773 -0.7408 0.000
C -8.1727 3.7235 -1.8997 0.000
H -3.9008 -0.1516 -2.8890 0.000
C 7.1198 -1.3404 -6.0574 0.001
H 6.1567 -5.9648 1.8683 0.000
H -5.3497 1.5040 3.0039 0.000
C 5.4875 -2.4412 -4.4480 0.027
H -1.7655 -1.7855 1.0063 0.000
O -6.4511 1.3756 0.7059 0.000
H 4.3862 -3.4732 -2.8828 0.000
H -0.1975 0.7219 3.7421 0.000
N -0.1618 0.6146 2.7337 0.000
C 4.5391 -4.6592 0.6519 -0.001
H -3.5531 -1.1359 3.0284 0.000
H -6.7232 4.0757 -0.3611 0.000
H -1.1580 -2.4149 3.3021 0.000
O -4.3226 0.1862 5.1657 0.000
H 7.3738 -3.2562 3.8744 0.000
N 4.7907 -3.0840 2.5395 0.389
O 6.0008 -1.0845 -2.6558 0.527



134
Properties=species:S:1:pos:R:3:lowdin_charge:R:1 method="wB97M-V/def2-TZVPD" total_charge=-1 multiplicity=1 gap_ev=5.54
H -10.3599 1.9909 -2.3895 0.084
H 7.6605 1.1382 2.2121 0.124
H 5.6289 -1.6276 8.4216 0.063
H -3.8373 0.5669 -2.9162 0.129
C 5.2304 -3.9149 5.6425 -0.078
C 6.0479 -2.3531 3.6243 -0.148
H -3.6597 0.6528 6.1533 0.123
H 1.6286 1.2960 6.3530 0.128
N -1.8207 -1.3962 -0.6340 -0.059
C -3.9451 3.2625 6.8301 -0.116
H -9.4478 -3.1787 -8.3286 0.119
C 1.2996 1.1610 8.8485 -0.113
H 12.9850 3.1631 1.7318 0.087
H 0.5082 3.1034 4.8974 0.116
C 3.5306 -1.3940 0.6920 -0.211
C 2.7661 1.1689 2.9709 -0.351
H 7.5024 0.3099 0.6330 0.118
C -1.2999 -0.9340 0.6018 -0.172
C 0.1132 -0.4683 0.9957 -0.013
H 2.7388 -2.0101 1.2650 0.093
H 10.6257 -0.3475 -1.5235 0.125
H -7.1502 -0.9892 -4.0474 0.106
H -4.9551 2.3717 -4.3784 0.123
O -7.0436 -2.9735 -7.3466 -0.205
H 7.4824 3.7005 -0.3835 0.083
H 12.4789 -0.0095 0.2357 0.126
H -10.2222 -1.9899 -7.2894 0.124
H -9.1254 -0.0783 -3.1340 0.123
H 2.1408 1.8223 9.0798 0.084
C 0.5650 -1.0040 -1.5073 -0.035
H -7.1950 -1.6935 -9.3466 0.122
C -4.1737 0.4315 -0.4227 -0.120
H -3.9041 3.8231 5.8905 0.087
H -8.5945 1.1148 -4.3595 0.126
C 1.1996 -0.4967 -0.1634 -0.144
C -9.2962 -2.2231 -7.8234 -0.174
H 0.7602 0.9399 9.7713 0.085
H -4.7169 0.2097 0.4984 0.086
H -9.6823 -2.1750 -11.0780 0.127
H -3.1333 1.8479 4.9286 0.129
H -6.0226 -3.1255 -5.5478 0.087
H -7.9931 -0.4132 -10.2496 0.126
H 9.2786 -0.5770 2.2648 0.118
C -2.8851 1.3827 5.8895 -0.196
H 4.8117 -4.3931 8.0132 0.066
O -9.1287 -1.1612 -8.7643 -0.137
H 6.8316 2.0851 -0.7195 0.091
H 13.4425 1.4500 1.7841 0.086
H -0.7695 3.1942 6.1017 0.119
C 7.2291 2.7379 0.0639 -0.105
O 8.4070 2.1790 0.6155 -0.212
H -5.5949 -1.7154 -6.5739 0.090
H 3.8380 -2.0696 -0.2003 0.099
H -8.0282 -2.2130 -11.7638 0.123
H 6.8983 -1.5986 3.5504 0.114
H -2.0622 -0.9252 1.4719 0.091
O 0.4031 1.7882 7.9517 -0.208
H -10.1915 -4.4491 -11.2425 0.086
C 13.1077 2.2615 1.1295 -0.116
C 11.9346 0.7889 -0.2813 -0.201
H -5.0618 -3.3451 -7.0280 0.088
H -8.9131 -5.6302 -10.9004 0.088
C -7.0020 -0.0557 -3.4956 -0.175
H 10.2343 0.8584 1.9186 0.119
H 3.9579 -2.6535 2.9196 0.115
C -5.4678 1.8078 -3.5930 -0.175
H -3.8758 3.9697 7.6581 0.085
H 1.0910 2.6497 -0.4463 0.040
C -8.1494 -1.3885 -9.7786 -0.174
H 2.1993 0.2273 3.2819 0.031
H -1.6875 -0.2547 5.2332 0.127
C 4.8741 -1.0989 1.5301 -0.220
C -9.4106 2.5319 -2.4626 -0.115
H -3.8061 -0.5065 -0.8416 0.052
O 11.8575 1.9428 0.5509 -0.203
H 13.8554 2.4534 0.3530 0.083
H -9.3429 3.2400 -1.6355 0.087
C -0.9010 -1.4259 -1.7168 -0.147
H 5.2218 -0.0132 1.5408 0.072
B 2.7788 -0.0892 0.0418 -0.828
C -4.4314 1.4108 -2.5480 -0.197
H -6.6053 -0.3218 -2.5140 0.126
H 1.6998 2.9924 6.9227 0.124
C 9.4672 0.1960 1.5135 -0.172
C -8.6249 -2.3578 -10.8552 -0.200
H -9.3664 3.0913 -3.4030 0.086
C 5.9208 -1.6218 6.0137 -0.087
H -3.3353 1.0946 -0.1884 0.084
H -8.5059 -2.8534 -5.9211 0.125
C -1.5376 0.6777 5.7856 -0.173
H 2.3689 2.1316 3.4767 0.029
O -8.3181 1.6391 -2.3716 -0.201
C -9.1107 -4.6224 -11.2693 -0.114
H 1.2640 -1.0866 -2.4194 0.083
O 9.9446 -0.5068 0.3643 -0.136
H 3.2154 0.1995 -1.0420 0.047
O -6.0457 0.6816 -4.2574 -0.145
N 5.7187 -2.6900 5.0657 -0.189
H -8.7406 -4.5424 -12.2964 0.085
P 2.8191 1.5080 1.1069 0.844
O -2.8515 2.3704 6.9169 -0.207
O -0.5832 1.4156 5.0226 -0.142
H 3.8639 1.0840 3.3283 0.022
C 8.1564 0.9301 1.2564 -0.202
H 9.8790 1.1300 -0.9302 0.122
C 10.5362 0.3054 -0.6497 -0.176
O -8.4440 -3.7040 -10.4253 -0.204
H 5.7334 -1.7009 1.0325 0.106
C 4.6853 -1.7557 2.9923 -0.188
C -8.3493 0.6507 -3.3968 -0.199
C -8.1687 -2.2908 -6.8001 -0.200
C 5.5569 -2.1830 7.4296 -0.088
H 4.2430 -1.0547 3.7755 0.087
C -0.0022 2.5401 5.6844 -0.176
H -3.7717 2.2636 -2.3479 0.126
H 1.6646 0.2193 8.4261 0.088
H -4.8937 2.7206 6.9051 0.084
O -5.0710 1.0590 -1.3268 -0.213
C 5.1246 -3.6809 7.1782 -0.096
H 4.9785 -4.8739 5.0878 0.103
H -1.1390 0.4106 6.7660 0.121
C 1.0380 2.1406 6.7248 -0.195
C 1.4889 2.7661 0.6154 -0.354
H 12.4744 1.0695 -1.1939 0.122
H 6.2874 -0.5848 5.7310 0.108
H -1.2299 -1.8066 -2.7432 0.086
H 1.9170 3.8263 0.7901 0.020
H 0.6245 2.6605 1.3693 0.024
H -6.2373 2.4609 -3.1783 0.118
H 6.4756 2.8951 0.8418 0.078
H 0.3976 -0.1461 2.0623 0.080
C -5.8730 -2.7742 -6.5739 -0.100
H -7.8832 -1.2766 -6.4973 0.123
H 6.2875 -3.3697 3.1346 0.130